Molecular formula: C21H43BF2NO10PSSi
Method: DFT, ωB97M-V/def2-TZVPD

Calculated total energy (Ha): -2886.7490
LUMO level (eV): 0.10
Charge: 0
Frontier orbital gap (eV): 9.861
HOMO energy (Ha): -0.35876

Last column: Mulliken charge in e.
Atoms and positions in Å:
C  -0.185  1.931  3.062  -1.76
C  -0.891  1.521  1.760  -0.28
C  0.024  1.565  0.538  -1.44
F  0.011  2.923  0.156  -0.52
C  -0.300  0.691  -0.723  2.49
C  -1.841  0.673  -0.957  -1.72
C  -2.700  1.941  -0.755  -1.46
C  -3.876  1.735  0.205  -1.01
C  -4.347  3.034  0.828  -0.70
O  -4.973  3.816  -0.174  -0.38
C  -4.693  5.201  -0.137  -0.65
C  0.416  1.432  -1.963  1.52
C  1.775  2.102  -1.691  -1.14
B  2.747  2.031  -2.948  1.08
O  3.846  1.198  -2.882  -0.61
O  2.468  2.800  -4.055  -0.63
O  -0.523  2.432  -2.369  -0.27
N  -0.556  2.716  -3.771  0.21
O  -1.254  3.624  -3.959  -0.45
O  0.719  0.598  -3.083  -0.61
S  -0.276  -0.500  -3.790  0.53
O  0.340  -0.730  -5.063  -0.60
O  0.192  -1.732  -2.867  -0.58
C  -0.483  -1.823  -1.589  -1.06
C  -0.523  -3.328  -1.325  -1.08
C  -1.256  -4.047  -2.469  -0.77
C  -0.345  -4.829  -3.403  -0.35
F  -0.304  -6.170  -3.005  -0.36
C  0.190  -0.867  -0.531  2.92
C  -0.160  -1.466  0.868  -2.62
C  0.683  -1.170  2.123  -0.87
O  1.404  -2.332  2.460  -0.29
Si  2.700  -2.283  3.499  0.38
C  2.284  -1.286  5.024  -1.09
C  3.050  -4.048  3.964  -1.18
C  4.166  -1.561  2.598  -1.02
P  2.022  -1.157  -0.699  0.63
O  2.418  -2.549  -0.383  -0.78
H  0.894  1.773  3.012  0.24
H  -0.550  1.350  3.909  0.37
H  -0.362  2.981  3.293  0.47
H  -1.666  2.259  1.562  0.05
H  -1.407  0.573  1.865  0.36
H  1.056  1.391  0.843  1.07
H  -2.251  -0.109  -0.310  0.86
H  -2.020  0.319  -1.970  0.62
H  -2.108  2.799  -0.444  0.59
H  -3.114  2.218  -1.724  0.47
H  -4.726  1.320  -0.346  0.49
H  -3.627  1.024  1.000  0.48
H  -3.495  3.580  1.253  0.43
H  -5.055  2.840  1.644  0.32
H  -5.585  5.739  -0.457  0.28
H  -3.868  5.449  -0.814  0.23
H  -4.434  5.533  0.873  0.31
H  1.585  3.149  -1.462  0.22
H  2.270  1.669  -0.825  0.09
H  4.711  1.572  -3.087  0.29
H  3.160  3.380  -4.391  0.28
H  -1.518  -1.519  -1.757  0.65
H  0.504  -3.693  -1.246  0.40
H  -1.043  -3.530  -0.392  0.55
H  -1.949  -4.774  -2.041  0.52
H  -1.847  -3.344  -3.061  0.32
H  0.679  -4.454  -3.375  0.21
H  -0.697  -4.808  -4.435  0.31
H  -1.215  -1.279  1.075  0.43
H  -0.076  -2.543  0.787  1.08
H  1.363  -0.324  1.981  0.23
H  0.023  -0.904  2.952  0.41
H  1.988  -0.252  4.829  0.29
H  1.481  -1.774  5.582  0.32
H  3.164  -1.259  5.674  0.41
H  2.459  -4.381  4.818  0.31
H  4.109  -4.181  4.200  0.35
H  2.818  -4.697  3.115  0.30
H  3.947  -0.606  2.113  0.26
H  5.022  -1.423  3.263  0.48
H  4.445  -2.262  1.807  0.25
H  2.577  -0.183  0.152  -0.09
H  2.386  -0.703  -1.963  0.00